Record 1
This record from the Open Molecules 2025 dataset describes 12 unconnected molecules or ions with the total composition C19H62O19. The level of theory is ωB97M-V/def2-TZVPD.

Last column: Mulliken charge in e.
CARTESIAN COORDINATES (ANGSTROEM)
C: -3.2390 4.5243 2.5765  -0.32
O: -2.4768 4.1633 3.8333  -0.50
H: -3.1527 3.6836 1.9411  0.01
H: -4.2313 4.7631 2.9695  0.23
H: -2.8442 5.3982 2.2011  0.34
H: -1.5415 4.3943 3.7526  0.25
C: -3.7094 1.5936 -1.3959  -0.88
O: -2.8227 0.6390 -1.8730  -0.22
H: -4.7336 1.5855 -1.8506  0.38
H: -3.9678 1.3393 -0.3240  0.23
H: -3.2593 2.5927 -1.4628  0.30
H: -2.6854 0.8232 -2.8222  0.28
C: -1.2006 1.9124 -5.1965  -0.70
O: -1.8587 0.7490 -4.6909  -0.53
H: -0.9153 2.6126 -4.3544  0.23
H: -0.3189 1.7099 -5.7575  0.33
H: -1.8977 2.3460 -5.9101  0.26
H: -1.2462 0.0951 -4.2433  0.34
C: 0.9063 3.3977 2.2630  -0.39
O: 0.7797 4.1708 3.4306  -0.50
H: 0.5818 3.9160 1.3721  0.45
H: 1.9694 3.0033 2.1343  0.26
H: 0.2973 2.5170 2.3714  -0.03
H: 1.3818 4.9003 3.3761  0.26
C: 3.2399 -1.7323 -3.2079  -0.06
O: 2.5018 -2.4677 -4.1513  -0.61
H: 3.9835 -1.0998 -3.6166  0.34
H: 2.5982 -1.0116 -2.7788  -0.23
H: 3.6237 -2.3066 -2.3927  0.18
H: 1.5759 -2.4903 -3.9298  0.32
C: 3.7096 2.1606 -1.8241  -0.23
C: 4.9495 2.0923 -0.9382  -0.42
O: 5.8781 1.1140 -1.2229  -0.52
O: 4.1900 2.1673 -3.1515  -0.55
H: 3.2999 3.1071 -1.5219  0.38
H: 3.0659 1.3191 -1.6065  0.06
H: 4.5812 2.0563 0.0862  0.29
H: 5.4644 2.9927 -1.1806  0.36
H: 5.5071 0.2590 -1.1011  0.24
H: 4.6297 1.3173 -3.2793  0.36
C: 5.3589 -2.7474 1.6441  -0.39
C: 4.3066 -2.5194 0.5813  -0.29
O: 4.9093 -1.9065 -0.5072  -0.36
O: 6.3753 -3.6232 1.0364  -0.53
H: 4.8296 -3.1742 2.5435  0.34
H: 5.8124 -1.7557 1.8731  0.24
H: 3.6492 -1.7308 0.9697  0.17
H: 3.7262 -3.4313 0.3042  0.30
H: 5.4794 -2.5262 -1.0413  0.28
H: 7.0463 -3.8807 1.6840  0.29
C: -1.3191 -3.6847 -3.7487  -0.60
C: -1.8630 -2.3529 -3.9295  -0.25
O: -1.1351 -1.3135 -3.2821  0.15
O: -0.0054 -3.8049 -4.2667  -0.54
H: -2.0138 -4.4618 -4.1139  0.42
H: -1.1739 -3.8743 -2.7291  0.28
H: -2.9501 -2.1615 -3.6481  0.03
H: -1.9351 -2.0517 -4.9598  0.42
H: -1.3300 -1.3398 -2.3350  -0.23
H: 0.2025 -4.6930 -4.1064  0.28
C: -5.5996 -2.9288 -1.5145  -0.23
C: -6.5293 -1.9004 -2.1466  -0.50
O: -5.7198 -0.9502 -2.8384  -0.51
O: -4.9293 -2.1355 -0.5458  -0.46
H: -4.9850 -3.2796 -2.3881  0.08
H: -5.9998 -3.8472 -1.1198  0.46
H: -7.1051 -1.3995 -1.3885  0.27
H: -7.1490 -2.3687 -2.9094  0.35
H: -5.0285 -0.6432 -2.2328  0.25
H: -4.0985 -2.5878 -0.2777  0.24
C: -1.7321 0.9707 4.1123  -0.11
C: -1.8064 0.6206 2.6264  0.70
O: -2.6699 -0.5143 2.3815  -0.48
O: -1.2651 -0.2284 4.7770  -0.63
H: -2.5985 1.4435 4.5803  0.41
H: -0.9675 1.6531 4.2388  -0.13
H: -0.8451 0.4402 2.2304  -0.35
H: -2.1691 1.5057 2.0590  -0.06
H: -2.6397 -1.0090 3.2121  0.30
H: -0.9583 -0.0582 5.6819  0.31
C: 2.0082 0.6765 6.2867  -0.88
C: 1.6290 1.7088 5.1989  -0.19
O: 1.5513 1.0726 3.9852  -0.30
O: 0.8654 -0.0833 6.7276  -0.51
H: 2.5606 1.0914 7.1574  0.32
H: 2.6626 0.0520 5.7545  0.36
H: 2.5192 2.3364 5.1547  0.38
H: 0.7717 2.2211 5.5475  0.29
H: 0.9010 0.3990 3.8987  0.24
H: 1.0726 -1.0306 6.7628  0.30
C: -0.0969 -1.6959 -0.0546  -0.59
C: 0.4139 -0.3776 -0.7052  0.07
O: -0.3540 0.7625 -0.2628  -0.21
O: -1.4679 -1.8434 -0.1928  -0.49
H: 0.1199 -1.6649 1.0019  0.42
H: 0.3872 -2.5233 -0.5868  0.32
H: 0.2785 -0.5093 -1.8077  0.00
H: 1.4034 -0.1602 -0.3996  0.15
H: -1.0629 0.7775 -0.9461  0.21
H: -1.9507 -1.2659 0.4494  0.20

Cartesian forces (eV/Å) of the 3 atoms listed first:
C 0.507 -1.123 4.086
O -0.819 0.332 -1.128
H -0.387 -0.619 -0.960

Results
total energy	-59603.9521	eV
E_HOMO	-9.65	eV
SMILES	OCCO.OCCO.OCCO.OCCO.OCCO.OCCO.OCCO.CO.CO.CO.CO.CO
charge	0

Record 2
This record from the Open Molecules 2025 dataset describes 13 unconnected molecules or ions with the total composition C19H64N20O13. The level of theory is ωB97M-V/def2-TZVPD.

Last column: Mulliken charge in e.
CARTESIAN COORDINATES (ANGSTROEM)
C: -5.4696 1.3159 0.5722  0.74
O: -4.9286 1.8815 1.5217  -0.71
N: -5.1797 0.0540 0.2909  -0.04
N: -6.3358 1.8030 -0.2470  -0.36
H: -5.5832 -0.2977 -0.5643  0.17
H: -4.4181 -0.4308 0.7448  0.04
H: -6.7367 1.3130 -1.0307  0.15
H: -6.7572 2.7121 -0.1340  0.26
C: 4.6219 -0.6281 -0.8225  0.66
O: 4.4827 -0.9419 -2.0322  -0.70
N: 4.7497 -1.5237 0.1421  -0.35
N: 4.9089 0.5687 -0.3672  -0.30
H: 5.0904 -1.1411 1.0095  0.13
H: 5.1544 -2.3853 -0.1945  0.27
H: 4.9662 0.6899 0.6307  0.08
H: 4.6636 1.3653 -0.9386  0.12
C: -2.9620 -1.3501 2.8079  0.73
O: -3.2698 -1.5656 1.6393  -0.90
N: -3.3789 -0.2686 3.4568  -0.34
N: -2.1179 -2.0329 3.4857  -0.06
H: -2.9328 -0.0465 4.3329  0.15
H: -3.9146 0.4206 2.9461  0.12
H: -1.7442 -2.8765 3.0770  0.04
H: -1.6937 -1.6680 4.3303  0.20
C: 0.5063 -0.6802 5.5410  0.81
O: -0.6546 -1.1343 5.6374  -0.85
N: 0.9417 0.2569 6.3578  -0.43
N: 1.3819 -1.1200 4.6785  -0.33
H: 0.2159 0.6166 6.9587  0.24
H: 1.8553 0.6607 6.2401  0.15
H: 1.1789 -1.7398 3.9109  0.16
H: 2.2416 -0.5944 4.6686  0.15
C: 3.0394 3.5654 3.3393  0.61
O: 2.2406 4.3384 3.8038  -0.62
N: 3.0150 2.9747 2.1396  0.15
N: 4.2083 3.2999 3.8728  -0.41
H: 3.8147 2.4717 1.7961  0.03
H: 2.2659 3.2366 1.5117  -0.14
H: 4.5087 3.8000 4.6954  0.21
H: 4.7308 2.4879 3.5893  0.12
C: 2.8078 3.6169 -1.2233  0.58
O: 2.1297 4.0261 -0.3056  -0.64
N: 4.1450 3.8012 -1.1966  -0.40
N: 2.4383 3.1070 -2.4004  -0.23
H: 4.5992 3.6178 -2.0777  0.15
H: 4.6752 4.0332 -0.3725  0.24
H: 3.0697 3.0796 -3.1850  0.17
H: 1.4424 3.0901 -2.5887  0.13
C: -3.7206 -1.9768 -2.2041  0.67
O: -4.9393 -1.8781 -2.1364  -0.79
N: -3.1106 -1.9929 -3.3487  -0.22
N: -2.8981 -2.2092 -1.1927  0.00
H: -2.1480 -2.2888 -3.4285  0.18
H: -3.6092 -1.8497 -4.2121  0.22
H: -1.9181 -2.2719 -1.4189  -0.06
H: -3.2678 -2.0225 -0.2680  0.19
C: 0.9356 -3.3341 -2.9460  0.61
O: -0.0628 -2.8121 -3.3939  -0.71
N: 1.2753 -4.6077 -3.1774  -0.42
N: 1.8534 -2.6690 -2.2078  0.26
H: 0.6651 -5.1378 -3.7794  0.28
H: 2.1643 -4.9444 -2.8460  0.13
H: 1.7470 -1.6692 -2.2966  -0.41
H: 2.6130 -3.1774 -1.7870  0.13
C: -0.4566 1.8609 -4.2737  0.44
O: -0.4446 2.8441 -3.5360  -0.75
N: -0.3788 1.9751 -5.6008  -0.36
N: -0.2828 0.5920 -3.8960  0.12
H: -0.5343 1.1423 -6.1469  0.18
H: -0.4169 2.8938 -6.0130  0.22
H: 0.0442 0.4011 -2.9593  -0.28
H: -0.2314 -0.2119 -4.5024  0.27
C: 3.0679 -0.8014 -5.3786  0.59
O: 2.5997 -0.7777 -6.5278  -0.75
N: 3.7148 -1.8350 -4.9241  -0.31
N: 2.8222 0.1271 -4.4849  -0.24
H: 3.6926 -2.6488 -5.5175  0.20
H: 4.0721 -1.7782 -3.9820  0.32
H: 3.0558 0.1348 -3.5041  0.10
H: 2.1226 0.7770 -4.8126  0.08
C: -0.7892 0.9201 0.1309  -1.18
C: 0.6404 0.5064 0.0270  1.77
C: 0.8799 -0.9178 0.4079  -0.46
O: 0.9411 0.6857 -1.4129  1.24
H: -1.3320 0.0538 -0.2520  -0.31
H: -1.0426 1.8667 -0.3424  0.41
H: -1.1404 0.8890 1.1635  0.42
H: 1.2312 1.1915 0.6385  -0.46
H: 0.3292 -1.5583 -0.2806  -0.15
H: 0.6630 -1.1261 1.4555  -0.03
H: 1.9266 -1.2262 0.3505  0.10
H: 1.7399 1.2168 -1.3313  -0.95
C: -2.9505 5.9037 2.5652  -1.33
C: -2.3825 5.5991 1.2322  0.20
C: -1.3150 4.5535 1.3928  -0.91
O: -3.4909 5.0911 0.4726  -0.55
H: -3.2467 5.0576 3.1865  0.32
H: -3.8172 6.5618 2.4946  0.34
H: -2.1999 6.4361 3.1533  0.39
H: -1.9732 6.5320 0.8448  0.33
H: -0.4556 4.9164 1.9599  0.40
H: -0.8350 4.3097 0.4437  0.11
H: -1.6760 3.6556 1.8949  0.36
H: -3.7676 4.2652 0.8824  0.31
C: -2.3086 -6.8668 1.7685  -1.43
C: -1.1438 -5.8709 1.6666  0.55
C: -0.7542 -5.4357 0.2403  -1.16
O: -1.3951 -4.7109 2.4637  -0.60
H: -2.2566 -7.2039 2.8032  0.37
H: -2.1163 -7.7011 1.0942  0.39
H: -3.2396 -6.3979 1.4508  0.37
H: -0.3107 -6.4698 2.0407  0.18
H: -1.0233 -6.2629 -0.4195  0.41
H: 0.3225 -5.4695 0.0663  0.38
H: -1.1185 -4.4903 -0.1594  0.18
H: -0.6317 -4.1368 2.5619  0.17

Cartesian forces (eV/Å) of the 3 atoms listed first:
C 2.701 -1.811 2.200
O -0.005 1.177 0.636
N -0.133 -1.387 -0.897

Results
total energy	-77168.8436	eV
E_HOMO	-8.60	eV
charge	0

The records above yield largest force on an atom values of 0.083 0.112 hartree/bohr, respectively.
The records above yield energy above the lowest of the compared OMol25 structures with the same formula, charge and spin values of 2.6827 1.9228 eV, respectively.